{
  "formula": "C13H11BrN2O",
  "method": "ωB97M-V with the def2-TZVPD basis set",
  "species": ["O", "C", "N", "H", "C", "C", "C", "C", "N", "C", "C", "H", "H", "H", "H", "H", "H", "C", "C", "C", "C", "C", "C", "H", "H", "Br", "H", "H"],
  "positions_angstrom": [[-0.17, 0.76, 2.81], [-0.70, 0.49, 1.70], [-1.90, 0.91, 1.27], [-2.13, 0.57, 0.22], [-2.72, 1.81, 1.65], [-2.53, 3.13, 1.04], [-3.59, 3.85, 0.77], [-3.83, 4.92, 0.17], [-2.66, 5.45, -0.26], [-1.51, 4.94, -0.05], [-1.40, 3.58, 0.84], [-0.51, 3.03, 0.88], [-0.67, 5.40, -0.58], [-4.63, 5.57, 0.07], [-4.84, 3.34, 1.15], [-3.46, 1.44, 1.96], [-2.10, 2.04, 2.71], [0.23, -0.55, 0.74], [0.04, -0.42, -0.50], [1.01, -1.30, -1.31], [1.55, -2.42, -0.80], [1.78, -2.54, 0.72], [0.91, -1.61, 1.50], [1.04, -1.66, 2.54], [1.94, -3.46, 1.18], [2.54, -3.51, -1.79], [0.94, -1.14, -2.62], [-0.42, 0.33, -0.94]],
  "nbo_charge": [-0.636, 0.670, -0.580, 0.369, -0.196, -0.126, -0.099, -0.032, -0.433, 0.081, -0.190, 0.220, 0.196, 0.216, 0.135, 0.196, 0.224, -0.079, -0.215, -0.188, -0.220, -0.187, -0.153, 0.236, 0.219, 0.141, 0.223, 0.210],
  "charge": 0,
  "homo_ev": -9.209,
  "largest_force_ev_per_a": 13.8,
  "total_energy_ev": -88719.6251,
  "gap_ev": 9.3
}

***

{
  "formula": "C13H11ClCoINO4",
  "method": "ωB97M-V with the def2-TZVPD basis set",
  "species": ["Co", "Cl", "C", "C", "C", "I", "C", "O", "C", "N", "C", "C", "C", "C", "H", "H", "H", "H", "C", "C", "C", "O", "C", "O", "O", "H", "H", "H", "H", "H", "H", "H"],
  "positions_angstrom": [[-0.25, -0.21, -1.17], [-4.06, 2.54, 3.70], [-3.12, 2.26, 2.27], [-2.94, 3.26, 1.35], [-2.18, 3.06, 0.18], [-1.94, 4.62, -1.17], [-1.59, 1.85, -0.08], [-0.86, 1.57, -1.13], [-1.78, 0.81, 0.88], [-1.17, -0.36, 0.57], [-1.28, -1.38, 1.39], [-2.02, -1.30, 2.58], [-2.64, -0.13, 2.91], [-2.54, 0.98, 2.06], [-3.40, 4.22, 1.53], [-0.78, -2.30, 1.10], [-2.09, -2.17, 3.22], [-3.22, -0.05, 3.83], [3.79, -0.50, -2.16], [2.52, -1.11, -1.63], [2.78, -2.33, -0.76], [1.84, -0.15, -0.77], [1.57, -1.54, -2.79], [2.06, -2.06, -3.76], [0.31, -1.35, -2.57], [4.46, -0.24, -1.34], [3.58, 0.40, -2.75], [4.29, -1.21, -2.82], [3.45, -2.08, 0.06], [3.23, -3.12, -1.37], [1.85, -2.72, -0.35], [2.14, 0.74, -1.00]],
  "lowdin_spin": [0.957, 0.000, 0.002, -0.001, 0.002, 0.000, -0.001, -0.012, 0.000, -0.003, 0.003, -0.001, 0.002, 0.000, 0.000, 0.000, 0.000, 0.000, 0.001, 0.002, 0.000, 0.036, 0.002, -0.002, 0.011, 0.000, 0.000, 0.000, 0.000, 0.000, 0.000, 0.000],
  "charge": 0,
  "homo_ev": [-8.164, -8.184],
  "largest_force_ev_per_a": 0.7,
  "total_energy_ev": -81590.4871,
  "gap_ev": [7.4, 7.4],
  "multiplicity": 2
}

***

{
  "formula": "C13H11CoO5P",
  "method": "ωB97M-V with the def2-TZVPD basis set",
  "species": ["O", "C", "Co", "O", "C", "C", "O", "C", "O", "C", "O", "C", "P", "C", "C", "C", "C", "C", "C", "C", "H", "H", "H", "H", "H", "H", "H", "H", "H", "H", "H"],
  "positions_angstrom": [[0.17, 2.71, -2.45], [0.16, 1.56, -2.50], [0.19, -0.18, -2.71], [0.17, -0.20, -5.71], [0.15, -0.18, -4.56], [0.11, -1.93, -2.59], [0.06, -3.08, -2.63], [-1.54, -0.19, -2.43], [-2.70, -0.20, -2.37], [1.94, -0.19, -2.61], [3.09, -0.19, -2.62], [1.72, 1.09, 0.33], [0.42, -0.13, -0.11], [1.30, -1.70, 0.22], [-0.61, 0.08, 1.41], [-0.08, -0.27, 2.67], [-0.77, 0.04, 3.84], [-2.01, 0.69, 3.77], [-2.54, 1.04, 2.52], [-1.86, 0.74, 1.34], [1.29, 2.10, 0.27], [2.07, 0.88, 1.37], [2.56, 0.99, -0.37], [1.72, -1.71, 1.23], [0.57, -2.52, 0.13], [2.11, -1.82, -0.52], [0.89, -0.78, 2.75], [-0.33, -0.21, 4.80], [-2.52, 0.96, 4.69], [-3.48, 1.58, 2.48], [-2.28, 1.02, 0.37]],
  "lowdin_spin": [-0.014, 0.002, 0.631, 0.000, 0.050, -0.002, -0.006, 0.006, -0.015, -0.001, -0.004, 0.064, 0.296, 0.028, 0.606, 0.500, 0.403, 0.563, 0.426, 0.392, 0.001, 0.008, 0.006, 0.003, 0.000, 0.002, 0.014, 0.008, 0.016, 0.009, 0.009],
  "charge": 3,
  "homo_ev": [-16.568, -21.798],
  "largest_force_ev_per_a": 7.7,
  "total_energy_ev": -70774.2884,
  "gap_ev": [5.1, 7.2],
  "multiplicity": 5
}